{
  "formula": "C40H56FNO7Si2V",
  "method": "ωB97M-V with the def2-TZVPD basis set",
  "multiplicity": 4,
  "energy_ev": -102382.4231,
  "s_squared": 3.76,
  "lumo_energy_ev": [4.29, 4.29],
  "total_charge": -2,
  "homo_ev": [-1.062, -1.921],
  "homo_lumo_gap_ev": [5.35, 6.21],
  "species": ["V", "C", "C", "C", "C", "C", "H", "H", "H", "H", "H", "O", "C", "C", "O", "O", "C", "C", "C", "C", "C", "C", "C", "C", "C", "C", "C", "C", "H", "H", "H", "H", "H", "H", "H", "H", "H", "H", "H", "C", "Si", "C", "C", "N", "C", "C", "C", "C", "C", "C", "F", "H", "H", "H", "H", "H", "H", "H", "H", "H", "H", "H", "H", "H", "C", "C", "C", "C", "O", "Si", "O", "O", "C", "C", "C", "C", "O", "C", "C", "C", "C", "H", "H", "H", "H", "H", "H", "H", "H", "H", "H", "H", "H", "H", "H", "H", "H", "H", "H", "H", "H", "H", "H", "H", "H", "H", "H", "H"],
  "coordinates": [[-0.01, -0.88, -0.45], [-3.08, -0.86, 1.65], [-2.74, -1.58, 0.51], [-2.19, -0.67, -0.46], [-2.30, 0.64, 0.13], [-2.82, 0.52, 1.40], [-3.46, -1.27, 2.58], [-2.84, -2.64, 0.36], [-2.33, -0.81, -1.52], [-2.05, 1.57, -0.36], [-3.01, 1.32, 2.11], [0.59, -0.41, 1.57], [1.32, -1.46, 2.22], [0.92, -2.80, 1.49], [1.26, -3.86, 2.00], [0.34, -2.62, 0.37], [0.97, -1.45, 3.70], [0.13, -2.40, 4.27], [-0.18, -2.35, 5.63], [0.37, -1.36, 6.44], [1.19, -0.39, 5.87], [1.47, -0.43, 4.51], [2.83, -1.36, 1.97], [3.29, -1.16, 0.66], [4.64, -1.10, 0.37], [5.58, -1.28, 1.38], [5.14, -1.54, 2.66], [3.79, -1.59, 2.96], [1.06, 0.50, 1.62], [-0.28, -3.19, 3.66], [-0.84, -3.09, 6.06], [0.15, -1.34, 7.50], [1.60, 0.40, 6.48], [2.09, 0.34, 4.06], [2.58, -1.06, -0.14], [4.96, -0.91, -0.65], [6.64, -1.23, 1.15], [5.87, -1.72, 3.45], [3.47, -1.81, 3.96], [-0.61, 2.31, 3.63], [1.03, 2.97, 2.98], [2.18, 3.21, 4.50], [0.67, 4.73, 2.35], [1.62, 1.98, 1.74], [2.67, 2.33, 0.95], [3.69, 3.25, 1.30], [4.74, 3.57, 0.45], [4.85, 3.00, -0.81], [3.86, 2.11, -1.21], [2.82, 1.82, -0.36], [1.87, 0.98, -0.84], [-1.20, 3.12, 4.06], [-0.48, 1.55, 4.41], [-1.18, 1.85, 2.82], [1.79, 2.70, 5.39], [2.32, 4.27, 4.76], [3.17, 2.79, 4.29], [0.30, 5.40, 3.14], [-0.09, 4.68, 1.56], [1.57, 5.18, 1.91], [3.63, 3.73, 2.27], [5.49, 4.28, 0.79], [5.68, 3.25, -1.47], [3.89, 1.64, -2.19], [2.53, 1.68, -5.17], [1.99, 0.25, -5.11], [2.72, -0.52, -4.00], [2.20, -0.45, -6.46], [0.60, 0.34, -4.87], [-0.38, -0.63, -3.95], [-0.04, -0.64, -2.42], [-1.91, -0.11, -4.33], [-2.44, 1.21, -4.28], [-1.66, 2.12, -3.33], [-2.40, 1.78, -5.70], [-3.88, 1.08, -3.80], [-0.25, -2.11, -4.70], [-0.95, -3.32, -4.47], [-1.42, -3.49, -3.03], [0.02, -4.45, -4.82], [-2.16, -3.35, -5.41], [3.60, 1.68, -5.37], [2.34, 2.18, -4.21], [2.01, 2.24, -5.95], [3.80, -0.45, -4.13], [2.42, -1.57, -4.02], [2.44, -0.12, -3.03], [3.26, -0.59, -6.67], [1.74, 0.14, -7.25], [1.70, -1.42, -6.42], [-0.68, 2.37, -3.76], [-1.49, 1.61, -2.39], [-2.22, 3.04, -3.14], [-1.37, 1.80, -6.05], [-2.82, 2.80, -5.72], [-2.98, 1.15, -6.38], [-3.89, 0.66, -2.79], [-4.44, 0.42, -4.47], [-4.37, 2.06, -3.78], [-0.62, -3.24, -2.33], [-1.74, -4.52, -2.86], [-2.26, -2.82, -2.82], [0.84, -4.46, -4.10], [0.44, -4.29, -5.82], [-0.48, -5.42, -4.80], [-2.77, -2.47, -5.22], [-2.76, -4.26, -5.25], [-1.83, -3.32, -6.45]]
}


{
  "formula": "C4H11N3O3",
  "method": "ωB97M-V with the def2-TZVPD basis set",
  "energy_ev": -14938.7394,
  "lumo_energy_ev": 0.66,
  "total_charge": 0,
  "homo_ev": -9.339,
  "smiles": "NC1[C@@H](O)[C@@H]1O.NC(N)=O",
  "homo_lumo_gap_ev": 10.00,
  "species": ["N", "C", "C", "O", "C", "O", "H", "H", "H", "H", "H", "H", "H", "N", "C", "N", "O", "H", "H", "H", "H"],
  "coordinates": [[-1.07, 0.84, -2.56], [-1.01, -0.48, -1.99], [0.23, -0.57, -1.13], [1.05, 0.55, -1.16], [-1.13, -0.52, -0.48], [-1.64, -1.69, 0.11], [-0.51, 0.87, -3.42], [-2.01, 1.08, -2.85], [-1.43, -1.34, -2.52], [0.77, -1.51, -1.04], [0.49, 1.27, -1.48], [-1.45, 0.40, 0.03], [-1.07, -1.86, 0.87], [0.52, -0.65, 2.23], [0.88, 0.62, 2.57], [2.02, 1.05, 1.89], [0.26, 1.36, 3.36], [1.19, -1.27, 1.81], [-0.26, -1.00, 2.75], [2.11, 2.03, 2.11], [2.06, 0.81, 0.90]]
}


{
  "formula": "C30H32ClLaN3SSi2",
  "method": "ωB97M-V with the def2-TZVPD basis set",
  "energy_ev": -76065.1919,
  "lumo_energy_ev": [-3.24, -3.24],
  "total_charge": 1,
  "homo_ev": [-7.774, -7.776],
  "homo_lumo_gap_ev": [4.53, 4.53],
  "species": ["C", "C", "C", "H", "C", "C", "H", "H", "H", "H", "La", "Si", "C", "C", "H", "C", "H", "C", "H", "C", "H", "C", "H", "C", "C", "H", "C", "H", "C", "H", "C", "H", "C", "H", "H", "Si", "C", "C", "H", "C", "H", "C", "H", "C", "H", "C", "H", "C", "C", "H", "C", "H", "C", "H", "C", "H", "C", "H", "H", "Cl", "N", "N", "C", "N", "S", "H", "H", "H", "H", "H"],
  "coordinates": [[1.35, 0.36, 0.85], [1.48, 0.25, -0.58], [0.74, 1.34, -1.15], [2.06, -0.50, -1.12], [0.17, 2.12, -0.10], [0.54, 1.51, 1.15], [0.30, 1.89, 2.14], [1.86, -0.25, 1.60], [0.68, 1.59, -2.22], [-0.34, 3.07, -0.22], [-1.06, -0.14, 0.01], [-4.88, 0.76, -5.03], [-5.08, -0.36, -6.52], [-6.32, -0.96, -6.81], [-7.15, -0.85, -6.11], [-6.51, -1.67, -8.00], [-7.49, -2.10, -8.25], [-5.42, -1.85, -8.87], [-5.54, -2.46, -9.77], [-4.16, -1.31, -8.56], [-3.28, -1.52, -9.19], [-4.01, -0.52, -7.42], [-3.05, -0.04, -7.23], [-5.93, 2.26, -5.48], [-5.96, 2.71, -6.82], [-5.65, 2.05, -7.63], [-6.42, 3.99, -7.14], [-6.31, 4.38, -8.16], [-7.04, 4.76, -6.15], [-7.37, 5.78, -6.38], [-7.25, 4.23, -4.86], [-7.83, 4.80, -4.12], [-6.72, 2.96, -4.54], [-6.94, 2.52, -3.58], [-3.47, 1.18, -5.20], [-2.41, 0.28, -2.99], [-2.38, 2.13, -3.06], [-1.85, 2.76, -4.22], [-1.67, 2.21, -5.13], [-1.57, 4.13, -4.20], [-1.16, 4.61, -5.07], [-1.85, 4.90, -3.06], [-1.58, 5.96, -3.02], [-2.48, 4.30, -1.96], [-2.75, 4.89, -1.09], [-2.80, 2.94, -1.98], [-3.37, 2.49, -1.16], [-1.34, -0.62, -4.21], [0.03, -0.36, -4.44], [0.58, 0.28, -3.74], [0.68, -0.94, -5.53], [1.75, -0.77, -5.68], [-0.03, -1.74, -6.44], [0.48, -2.16, -7.31], [-1.38, -2.02, -6.20], [-1.94, -2.65, -6.91], [-2.02, -1.52, -5.08], [-3.07, -1.76, -4.87], [-4.89, 0.19, -3.65], [-3.46, -0.83, -1.40], [-0.42, -2.26, 1.43], [0.15, -1.64, 2.61], [-0.71, -0.80, 3.31], [-0.39, -0.65, 4.61], [-2.06, -0.03, 2.62], [-1.31, -2.72, 1.69], [0.19, -3.03, 1.12], [0.73, -2.26, 3.19], [-1.05, -0.14, 5.21], [0.36, -1.19, 5.01]]
}


{
  "formula": "AlF2NO4S2",
  "method": "ωB97M-V with the def2-TZVPD basis set",
  "energy_ev": -43336.2627,
  "lumo_energy_ev": -14.97,
  "total_charge": 2,
  "homo_ev": -18.927,
  "homo_lumo_gap_ev": 3.95,
  "species": ["Al", "N", "S", "O", "O", "F", "S", "O", "O", "F"],
  "coordinates": [[4.42, 7.09, 5.86], [3.89, 0.95, 4.48], [6.61, 4.13, 3.26], [4.02, 4.52, 2.08], [6.47, 5.64, 4.45], [2.92, 6.21, 3.93], [4.25, 2.37, 3.77], [5.21, 2.36, 2.58], [4.39, 3.74, 4.80], [2.66, 2.63, 3.20]]
}


{
  "formula": "C32H39N5S3SbSiTl",
  "method": "ωB97M-V with the def2-TZVPD basis set",
  "energy_ev": -92881.5143,
  "lumo_energy_ev": 4.09,
  "total_charge": -2,
  "homo_ev": 0.280,
  "homo_lumo_gap_ev": 3.81,
  "species": ["Tl", "C", "C", "C", "C", "C", "C", "N", "Sb", "C", "C", "C", "C", "C", "C", "N", "C", "C", "C", "C", "C", "C", "N", "H", "H", "H", "H", "H", "H", "H", "H", "H", "H", "H", "H", "H", "H", "H", "H", "H", "H", "C", "Si", "C", "C", "C", "C", "C", "C", "N", "C", "S", "H", "H", "H", "H", "H", "H", "H", "H", "H", "H", "H", "H", "C", "C", "S", "C", "C", "S", "H", "H", "H", "H", "H", "H", "C", "C", "N", "H", "H", "H"],
  "coordinates": [[-0.26, -0.16, 0.25], [-0.43, -2.49, 3.43], [0.97, -2.29, 3.94], [1.39, -2.74, 5.19], [2.69, -2.52, 5.59], [3.56, -1.85, 4.73], [3.06, -1.44, 3.50], [1.81, -1.65, 3.12], [4.29, -0.31, 2.15], [3.73, -1.38, 0.35], [4.78, -1.63, -0.65], [4.59, -2.50, -1.65], [3.27, -3.17, -1.81], [2.19, -2.80, -0.73], [1.41, -3.96, -0.14], [2.58, -1.91, 0.35], [2.87, 1.30, 2.06], [2.98, 2.29, 1.09], [2.02, 3.28, 1.07], [1.00, 3.25, 2.01], [0.97, 2.21, 2.94], [-0.17, 2.06, 3.90], [1.92, 1.27, 2.97], [-0.43, -3.22, 2.61], [-0.83, -1.56, 3.02], [-1.09, -2.85, 4.22], [0.68, -3.25, 5.84], [3.03, -2.85, 6.57], [4.58, -1.65, 5.01], [5.74, -1.14, -0.51], [5.40, -2.73, -2.34], [3.37, -4.24, -2.04], [1.11, -4.65, -0.93], [0.51, -3.56, 0.32], [2.00, -4.48, 0.61], [3.76, 2.25, 0.34], [2.03, 4.05, 0.31], [0.20, 3.97, 1.98], [-0.76, 2.97, 3.97], [0.21, 1.79, 4.89], [-0.82, 1.25, 3.56], [-4.23, 4.34, -4.36], [-2.55, 4.46, -3.48], [-2.88, 5.42, -1.90], [-1.46, 5.54, -4.59], [-1.82, 2.74, -3.41], [-1.89, 1.99, -4.59], [-1.43, 0.68, -4.64], [-0.93, 0.15, -3.47], [-0.81, 0.83, -2.35], [-1.21, 2.12, -2.28], [-0.90, 2.96, -0.81], [-4.66, 5.34, -4.49], [-4.92, 3.74, -3.78], [-4.14, 3.88, -5.35], [-3.45, 6.32, -2.15], [-1.95, 5.69, -1.41], [-3.45, 4.82, -1.19], [-1.91, 6.52, -4.75], [-1.31, 5.06, -5.56], [-0.48, 5.68, -4.13], [-2.33, 2.44, -5.48], [-1.50, 0.09, -5.55], [-0.61, -0.89, -3.41], [-3.77, -1.98, 3.44], [-3.14, -1.50, 2.14], [-2.53, 0.14, 2.18], [-3.07, -2.33, 1.07], [-3.63, -3.73, 1.13], [-2.35, -1.94, -0.48], [-3.66, -1.21, 4.20], [-3.29, -2.89, 3.82], [-4.84, -2.20, 3.33], [-4.24, -3.92, 2.02], [-2.81, -4.47, 1.12], [-4.23, -3.94, 0.25], [2.22, -2.15, -4.15], [2.27, -2.44, -2.68], [1.40, -2.12, -1.80], [1.37, -2.68, -4.60], [3.13, -2.46, -4.65], [2.07, -1.09, -4.31]]
}


{
  "formula": "C26H58FN4O3S",
  "method": "ωB97M-V with the def2-TZVPD basis set",
  "energy_ev": -53557.9186,
  "lumo_energy_ev": 1.78,
  "total_charge": -1,
  "homo_ev": -4.662,
  "homo_lumo_gap_ev": 6.44,
  "species": ["O", "C", "O", "C", "F", "C", "C", "C", "O", "N", "C", "C", "C", "S", "H", "H", "H", "H", "H", "H", "H", "H", "H", "H", "H", "H", "H", "C", "C", "N", "C", "C", "C", "C", "H", "H", "H", "H", "H", "H", "H", "H", "H", "H", "H", "H", "H", "H", "H", "C", "C", "N", "C", "C", "C", "C", "H", "H", "H", "H", "H", "H", "H", "H", "H", "H", "H", "H", "H", "H", "H", "C", "C", "N", "C", "C", "C", "C", "H", "H", "H", "H", "H", "H", "H", "H", "H", "H", "H", "H", "H", "H", "H"],
  "coordinates": [[8.92, -3.65, 7.92], [8.97, -2.44, 7.64], [9.62, -1.53, 8.16], [7.96, -2.01, 6.51], [8.03, -2.98, 5.48], [8.33, -0.67, 5.90], [7.16, 0.25, 5.56], [7.36, 1.70, 5.74], [6.48, 0.88, 6.60], [6.65, -2.04, 7.12], [5.56, -2.49, 6.25], [4.22, -2.04, 6.86], [3.22, -1.56, 5.82], [1.99, -0.38, 6.49], [8.96, -0.12, 6.59], [8.82, -0.84, 4.94], [6.55, -0.03, 4.70], [8.14, 2.00, 6.42], [6.77, 2.41, 5.18], [6.73, -2.71, 7.87], [5.58, -3.57, 6.08], [5.66, -1.97, 5.30], [4.47, -1.20, 7.50], [3.76, -2.82, 7.46], [2.61, -2.36, 5.42], [3.74, -1.03, 5.02], [2.63, 0.25, 7.48], [-0.22, 4.96, 1.44], [0.53, 3.69, 1.78], [0.23, 3.19, 3.11], [1.15, 2.16, 3.57], [1.17, 0.83, 2.80], [-1.17, 2.97, 3.39], [-1.94, 2.01, 2.47], [-0.06, 5.73, 2.20], [0.13, 5.35, 0.48], [-1.30, 4.80, 1.34], [1.60, 3.90, 1.74], [0.33, 2.94, 1.00], [0.95, 1.95, 4.62], [2.16, 2.58, 3.54], [0.28, 0.23, 3.02], [2.03, 0.24, 3.11], [1.24, 0.97, 1.72], [-1.68, 3.93, 3.37], [-1.26, 2.62, 4.43], [-1.74, 2.21, 1.42], [-3.02, 2.13, 2.62], [-1.71, 0.96, 2.67], [-2.20, 2.81, -1.67], [-3.14, 2.09, -2.62], [-3.09, 0.65, -2.48], [-3.75, -0.07, -3.55], [-5.27, 0.10, -3.71], [-3.32, 0.14, -1.13], [-4.64, 0.51, -0.44], [-1.18, 2.42, -1.77], [-2.18, 3.87, -1.90], [-2.51, 2.70, -0.63], [-2.85, 2.33, -3.65], [-4.16, 2.49, -2.48], [-3.53, -1.13, -3.44], [-3.27, 0.23, -4.49], [-5.83, -0.43, -2.94], [-5.58, -0.31, -4.67], [-5.57, 1.15, -3.70], [-2.50, 0.48, -0.50], [-3.22, -0.94, -1.16], [-4.87, 1.58, -0.54], [-4.56, 0.30, 0.63], [-5.48, -0.06, -0.82], [-5.24, -3.07, -10.07], [-3.87, -2.90, -9.42], [-3.75, -1.66, -8.68], [-2.39, -1.33, -8.30], [-1.66, -2.27, -7.32], [-4.76, -1.43, -7.66], [-4.91, -2.49, -6.55], [-5.48, -2.20, -10.69], [-5.23, -3.95, -10.71], [-6.03, -3.21, -9.34], [-3.11, -2.89, -10.20], [-3.67, -3.78, -8.79], [-2.38, -0.32, -7.89], [-1.80, -1.28, -9.22], [-2.03, -2.16, -6.30], [-0.60, -2.03, -7.31], [-1.75, -3.32, -7.62], [-5.73, -1.33, -8.15], [-4.57, -0.46, -7.20], [-4.93, -3.50, -6.94], [-5.85, -2.32, -6.02], [-4.11, -2.42, -5.81]]
}


{
  "formula": "C20H33N7O10PS",
  "method": "ωB97M-V with the def2-TZVPD basis set",
  "energy_ev": -72297.0228,
  "lumo_energy_ev": -2.91,
  "total_charge": 1,
  "homo_ev": -11.669,
  "homo_lumo_gap_ev": 8.76,
  "species": ["N", "P", "N", "N", "C", "C", "C", "C", "C", "S", "C", "N", "N", "C", "O", "N", "C", "N", "H", "H", "H", "H", "H", "H", "H", "H", "H", "H", "H", "H", "H", "H", "H", "C", "C", "C", "O", "C", "O", "O", "H", "H", "H", "H", "H", "H", "C", "C", "C", "O", "C", "O", "O", "H", "H", "H", "H", "H", "H", "C", "C", "C", "O", "C", "O", "O", "H", "H", "H", "H", "H", "H"],
  "coordinates": [[-2.88, 3.80, -1.18], [-4.27, 3.08, -1.29], [-4.07, 1.38, -0.84], [-4.36, 0.37, -1.69], [-4.04, -0.76, -1.01], [-4.13, -2.21, -1.51], [-2.89, -3.02, -0.96], [-1.57, -2.80, -1.81], [-0.51, -1.87, -1.14], [-0.78, -0.07, -1.35], [-1.22, 0.34, -3.04], [-0.77, 1.47, -3.52], [-1.25, 1.62, -4.80], [-1.96, 0.54, -5.02], [-2.01, -0.31, -3.96], [-3.56, -0.51, 0.24], [-3.58, 0.88, 0.32], [-3.14, 1.53, 1.39], [-2.95, 4.58, -0.52], [-4.71, 3.13, -2.64], [-5.24, 3.64, -0.43], [-4.74, 0.38, -2.64], [-5.10, -2.69, -1.29], [-3.98, -2.17, -2.62], [-2.73, -2.90, 0.13], [-3.16, -4.10, -1.10], [-1.86, -2.51, -2.85], [-1.09, -3.82, -1.90], [0.52, -2.20, -1.41], [-0.58, -2.06, -0.03], [-2.44, 0.46, -6.01], [-3.18, 2.54, 1.48], [-2.69, 0.97, 2.11], [2.43, 3.63, -0.75], [3.34, 2.59, -1.36], [3.44, 1.32, -0.56], [4.73, 0.83, -0.95], [5.47, 1.91, -1.30], [6.64, 1.89, -1.50], [4.70, 3.03, -1.38], [2.53, 4.58, -1.27], [1.39, 3.31, -0.79], [2.69, 3.82, 0.30], [3.03, 2.39, -2.39], [2.66, 0.60, -0.81], [3.45, 1.48, 0.52], [6.08, 6.22, 3.49], [5.56, 4.80, 3.50], [5.60, 4.12, 2.15], [4.55, 3.15, 2.29], [3.66, 3.66, 3.18], [2.58, 3.19, 3.39], [4.16, 4.76, 3.80], [5.86, 6.71, 4.44], [7.15, 6.24, 3.32], [5.59, 6.81, 2.71], [6.09, 4.22, 4.26], [6.55, 3.64, 1.95], [5.35, 4.79, 1.32], [-2.39, -8.32, 2.63], [-1.52, -7.26, 1.99], [-2.01, -5.86, 2.18], [-1.46, -5.19, 1.04], [-1.32, -6.14, 0.07], [-1.06, -5.90, -1.07], [-1.53, -7.38, 0.56], [-2.07, -9.31, 2.31], [-2.32, -8.26, 3.72], [-3.43, -8.20, 2.34], [-0.48, -7.38, 2.33], [-1.65, -5.41, 3.11], [-3.10, -5.77, 2.14]]
}